Entry from the OMol25 dataset: the molecule CH2ClOP at a distorted geometry (wB97M-V/def2-TZVPD).

CARTESIAN COORDINATES (ANGSTROEM)
C1 0.5303 0.0859 -0.8543
O1 1.3690 0.7267 -1.4783
P1 0.2661 0.3557 1.0069
Cl1 -1.2977 -1.4882 1.4485
H1 -0.1132 -0.8183 -1.2461
H2 -0.7545 1.1382 1.1232

HOMO-LUMO gap (spin up / spin down) = 6.94 / 6.15 eV
multiplicity = 3

Charges obtained by natural (NBO) population analysis, quoted in units of e:
1 C 0.149
2 O -0.430
3 P 0.549
4 Cl -0.441
5 H 0.211
6 H -0.037

Entry from the OMol25 dataset: a 2-piece molecular cluster, C3H11NS2 overall at a distorted geometry (wB97M-V/def2-TZVPD).

CARTESIAN COORDINATES (ANGSTROEM)
C1 2.1445 0.4206 0.8574
S1 0.9671 1.0373 -0.3503
S2 0.9147 -0.5496 -1.6289
H1 3.1076 0.8348 0.5637
H2 1.8355 0.6920 1.8620
H3 2.1638 -0.6627 0.8599
H4 0.5961 0.2108 -2.6921
C2 -2.6974 -0.4785 -0.0469
N1 -1.5746 -0.1415 0.8520
C3 -1.7358 -0.6513 2.2285
H5 -3.2030 -1.3911 0.2587
H6 -2.3065 -0.5538 -1.0602
H7 -3.4090 0.3354 -0.0503
H8 -0.7927 -0.6643 0.4833
H9 -1.2712 -1.6363 2.3263
H10 -1.2821 0.0197 2.9571
H11 -2.7839 -0.7612 2.5018

HOMO-LUMO gap (spin up / spin down) = 9.61 / 5.31 eV
multiplicity = 2
total charge = +1

Charges obtained by natural (NBO) population analysis, quoted in units of e:
1 C -0.778
2 S 0.464
3 S 0.032
4 H 0.274
5 H 0.270
6 H 0.252
7 H 0.184
8 C -0.432
9 N -0.464
10 C -0.443
11 H 0.216
12 H 0.205
13 H 0.222
14 H 0.348
15 H 0.207
16 H 0.222
17 H 0.223

Entry from the OMol25 dataset: the molecule CH3Cl2OPS at a distorted geometry (wB97M-V/def2-TZVPD).

CARTESIAN COORDINATES (ANGSTROEM)
C1 0.0213 -0.6911 0.7499
S1 -0.7768 -1.6120 -0.6542
P1 1.0948 -2.1781 -1.7552
O1 2.2792 -1.3276 -1.5586
Cl1 1.5552 -3.9817 -1.0585
Cl2 0.5795 -2.5309 -3.6343
H1 -0.3452 0.2324 0.8182
H2 1.0733 -0.8599 0.8217
H3 -0.2213 -1.2937 1.6072

HOMO-LUMO gap = 9.75 eV
SMILES = CSP(=O)(Cl)Cl
multiplicity = 1

Charges obtained by natural (NBO) population analysis, quoted in units of e:
1 C -0.695
2 S -0.061
3 P 1.556
4 O -1.040
5 Cl -0.245
6 Cl -0.208
7 H 0.217
8 H 0.253
9 H 0.224

Entry from the OMol25 dataset: a 9-piece molecular cluster, C46H67F3N11O5 overall at a distorted geometry (wB97M-V/def2-TZVPD).

CARTESIAN COORDINATES (ANGSTROEM)
C1 -3.3358 3.1164 -0.0497
C2 -3.0100 2.5846 -1.4620
O1 -3.2728 1.1960 -1.4581
C3 -2.9602 0.5958 -2.6953
C4 -3.4742 -0.8267 -2.6873
O2 -2.5028 -1.6038 -1.9707
C5 -3.1596 -2.5146 -1.1000
C6 -2.1563 -3.3344 -0.3186
O3 -1.7771 -2.6644 0.8860
C7 -0.8725 -3.3613 1.7050
N1 0.3220 -2.5195 2.0309
C8 1.5052 -3.4151 2.1062
C9 2.0723 -3.3212 0.6538
N2 1.1385 -2.4082 -0.0538
C10 1.9715 -1.7301 -1.0725
O4 1.3099 -0.6756 -1.6969
O5 0.1253 -1.1838 -2.2320
C11 0.6612 -1.6416 0.9807
N3 0.5035 -0.3802 1.0212
C12 -0.0589 0.3535 2.1662
C13 1.1088 1.0546 2.9031
C14 1.3857 2.4272 2.3241
F1 0.9000 3.3823 3.0421
F2 2.7113 2.6000 2.2441
F3 0.9445 2.5323 1.0817
H1 -2.4392 3.4440 0.4787
H2 -3.9983 3.9823 -0.0624
H3 -3.8576 2.3514 0.5256
H4 -1.9505 2.7443 -1.7086
H5 -3.6282 3.1486 -2.1699
H6 -1.8686 0.5744 -2.8255
H7 -3.3536 1.1746 -3.5409
H8 -4.4346 -0.8723 -2.1675
H9 -3.6424 -1.2007 -3.7013
H10 -3.7240 -3.2078 -1.7352
H11 -3.8044 -1.9712 -0.4020
H12 -1.2906 -3.5592 -0.9520
H13 -2.6102 -4.2991 -0.0626
H14 -1.3537 -3.5972 2.6559
H15 -0.5713 -4.2841 1.1947
H16 1.3195 -4.3979 2.5264
H17 2.1477 -2.9023 2.8255
H18 3.0681 -2.9093 0.8411
H19 2.2353 -4.2940 0.1961
H20 2.9297 -1.3579 -0.6994
H21 2.2043 -2.4727 -1.8444
H22 -0.5870 -0.9358 -1.6180
H23 0.7777 0.1748 0.2090
H24 -0.5312 -0.3088 2.8831
H25 -0.8143 1.0564 1.8234
H26 0.9067 1.0947 3.9707
H27 2.0072 0.4502 2.7811
N4 -0.0354 5.5495 -1.3708
C15 0.7301 5.7309 -0.2497
C16 0.1889 6.7639 0.4674
C17 -0.9513 7.2213 -0.2450
C18 -1.0645 6.4517 -1.3724
H28 0.1337 4.8606 -2.0807
H29 1.5913 5.1116 -0.0617
H30 0.5665 7.1491 1.3999
H31 -1.6130 8.0231 0.0399
H32 -1.7856 6.4672 -2.1728
N5 4.5785 1.5833 -0.0830
C19 5.8511 1.1370 -0.3099
C20 5.8936 0.6190 -1.5780
C21 4.5975 0.7627 -2.1412
C22 3.8090 1.3641 -1.1966
H33 4.2572 2.0073 0.7676
H34 6.6120 1.2247 0.4473
H35 6.7586 0.1863 -2.0518
H36 4.2825 0.4612 -3.1269
H37 2.7708 1.6540 -1.2193
N6 7.9050 -2.2192 -3.5027
C23 8.7207 -2.5971 -4.5344
C24 7.9431 -3.1953 -5.4887
C25 6.6035 -3.1741 -5.0176
C26 6.6114 -2.5635 -3.7920
H38 8.2092 -1.7603 -2.6640
H39 9.7802 -2.4091 -4.4993
H40 8.2945 -3.6024 -6.4219
H41 5.7341 -3.5624 -5.5221
H42 5.8131 -2.3452 -3.1021
N7 -4.1296 0.2838 3.4808
C27 -5.4234 -0.1255 3.2913
C28 -6.2258 0.6305 4.1013
C29 -5.3872 1.5361 4.8046
C30 -4.1019 1.3010 4.4000
H43 -3.3281 -0.1006 3.0177
H44 -5.6583 -0.9169 2.5997
H45 -7.2966 0.5460 4.1812
H46 -5.6944 2.2758 5.5247
H47 -3.1731 1.7662 4.6851
N8 -3.7807 -6.5199 -1.7632
C31 -2.6085 -7.0393 -2.2489
C32 -2.7581 -7.2290 -3.5958
C33 -4.0689 -6.8033 -3.9397
C34 -4.6738 -6.3697 -2.7905
H48 -3.9589 -6.2868 -0.8036
H49 -1.7742 -7.2287 -1.5951
H50 -2.0116 -7.6283 -4.2620
H51 -4.5160 -6.8151 -4.9195
H52 -5.6584 -5.9705 -2.6145
N9 5.0559 4.2905 3.7162
C35 5.6423 5.3154 3.0211
C36 6.6986 5.7735 3.7604
C37 6.7570 4.9931 4.9461
C38 5.7340 4.0862 4.8894
H53 4.2546 3.7703 3.4135
H54 5.2569 5.6285 2.0652
H55 7.3582 6.5786 3.4829
H56 7.4698 5.0879 5.7482
H57 5.4295 3.3170 5.5790
N10 -0.8544 -9.0807 1.0700
C39 -1.8315 -9.6283 0.2788
C40 -1.9574 -10.9465 0.6218
C41 -1.0254 -11.2060 1.6627
C42 -0.3620 -10.0377 1.9191
H58 -0.5469 -8.1278 1.0337
H59 -2.3483 -9.0351 -0.4551
H60 -2.6424 -11.6488 0.1772
H61 -0.8622 -12.1447 2.1651
H62 0.4148 -9.8041 2.6274
N11 -3.7216 9.5372 -1.3020
C43 -5.0161 9.1315 -1.4858
C44 -5.8153 9.8981 -0.6812
C45 -4.9711 10.8059 0.0122
C46 -3.6869 10.5605 -0.3935
H63 -2.9207 9.1453 -1.7631
H64 -5.2547 8.3348 -2.1701
H65 -6.8866 9.8189 -0.5991
H66 -5.2731 11.5538 0.7263
H67 -2.7547 11.0226 -0.1155

HOMO-LUMO gap = 6.09 eV
multiplicity = 1
total charge = +1

These are the Löwdin partial charges, in e, on atoms 1 to 99:
1 C -0.052
2 C -0.267
3 O -0.153
4 C -0.198
5 C -0.147
6 O -0.162
7 C -0.164
8 C -0.161
9 O -0.112
10 C -0.158
11 N -0.022
12 C -0.085
13 C -0.085
14 N 0.053
15 C -0.166
16 O -0.139
17 O 0.007
18 C -0.283
19 N 0.210
20 C -0.082
21 C -0.010
22 C -0.696
23 F 0.218
24 F 0.116
25 F 0.148
26 H 0.059
27 H 0.074
28 H 0.069
29 H 0.107
30 H 0.121
31 H 0.121
32 H 0.135
33 H 0.129
34 H 0.137
35 H 0.134
36 H 0.139
37 H 0.133
38 H 0.117
39 H 0.145
40 H 0.132
41 H 0.130
42 H 0.124
43 H 0.128
44 H 0.136
45 H 0.139
46 H 0.155
47 H 0.074
48 H 0.164
49 H 0.125
50 H 0.137
51 H 0.141
52 H 0.132
53 N 0.003
54 C -0.153
55 C -0.101
56 C -0.104
57 C -0.145
58 H 0.139
59 H 0.097
60 H 0.095
61 H 0.082
62 H 0.105
63 N 0.012
64 C -0.123
65 C -0.101
66 C -0.106
67 C -0.162
68 H 0.112
69 H 0.113
70 H 0.080
71 H 0.101
72 H 0.099
73 N -0.002
74 C -0.135
75 C -0.106
76 C -0.112
77 C -0.159
78 H 0.133
79 H 0.108
80 H 0.093
81 H 0.089
82 H 0.090
83 N -0.010
84 C -0.144
85 C -0.101
86 C -0.102
87 C -0.149
88 H 0.119
89 H 0.102
90 H 0.095
91 H 0.096
92 H 0.099
93 N -0.003
94 C -0.168
95 C -0.097
96 C -0.099
97 C -0.140
98 H 0.133
99 H 0.089

Entry from the OMol25 dataset: C5H8O2 as an isolated structure at a distorted geometry (wB97M-V/def2-TZVPD).

CARTESIAN COORDINATES (ANGSTROEM)
O1 2.0757 -1.3328 0.3829
C1 1.6077 -0.0790 0.6447
C2 1.6564 0.9753 -0.1630
C3 -1.5565 0.9292 -0.4196
C4 -1.7377 -0.2187 0.5525
C5 -1.1540 -1.0052 -0.5622
O2 -1.1132 0.0496 -1.3760
H1 2.4721 -1.3288 -0.4992
H2 1.1692 -0.0351 1.6380
H3 1.2238 1.9187 0.1441
H4 2.0781 0.9165 -1.1646
H5 -2.3277 1.6197 -0.7616
H6 -1.2020 -0.2495 1.5042
H7 -2.8077 -0.3924 0.7133
H8 -0.3841 -1.7674 -0.6335

HOMO-LUMO gap (spin up / spin down) = 8.71 / 8.26 eV
multiplicity = 1

Charges obtained by natural (NBO) population analysis, quoted in units of e:
1 O -0.685
2 C 0.136
3 C -0.528
4 C 0.036
5 C -0.571
6 C 0.097
7 O -0.390
8 H 0.475
9 H 0.177
10 H 0.224
11 H 0.195
12 H 0.158
13 H 0.242
14 H 0.253
15 H 0.181

Entry from the OMol25 dataset: C28H33BrN6O9Sr as an isolated structure (wB97M-V/def2-TZVPD).

CARTESIAN COORDINATES (ANGSTROEM)
Sr1 -1.0795 0.3760 0.7009
O1 3.0203 1.3675 2.5207
C1 2.2120 0.8129 1.7580
O2 0.9540 0.7704 1.9336
C2 2.7436 0.0991 0.5204
C3 2.1427 -1.3155 0.3969
C4 2.9978 -2.1641 -0.5424
C5 2.6771 -1.5061 -1.9074
C6 1.6211 -0.4664 -1.5130
O3 0.9512 -1.1062 -0.3935
C7 2.2737 0.7376 -0.8340
C8 1.3010 1.9185 -0.6351
O4 1.7596 2.9477 -0.1187
O5 0.0972 1.7311 -0.9902
H1 3.8290 0.0652 0.5903
H2 1.8726 -1.7795 1.3430
H3 2.6670 -3.2034 -0.5165
H4 4.0544 -2.1333 -0.2802
H5 2.2764 -2.2270 -2.6189
H6 3.5460 -1.0328 -2.3646
H7 0.8908 -0.2134 -2.2749
H8 3.1322 1.1138 -1.3905
C9 -3.3201 -1.5166 2.8016
O6 -2.7947 -1.5432 1.4686
C10 -2.3264 -2.7263 0.9820
C11 -2.2827 -3.9101 1.6910
C12 -1.7039 -5.0296 1.0981
Br1 -1.6585 -6.6550 2.0647
C13 -1.1579 -4.9729 -0.1600
C14 -1.2040 -3.7751 -0.8828
C15 -1.8274 -2.6591 -0.3304
O7 -1.9496 -1.4790 -0.9759
C16 -0.5731 -3.6413 -2.1935
N1 -0.7130 -2.5835 -2.9566
C17 0.0717 -2.8114 -4.0749
C18 0.3119 -2.0050 -5.1845
C19 1.1832 -2.4822 -6.1430
C20 1.8048 -3.7336 -6.0114
C21 1.5751 -4.5447 -4.9168
C22 0.6989 -4.0562 -3.9553
N2 0.2604 -4.5678 -2.7467
H9 -4.2166 -2.1352 2.8611
H10 -3.5440 -0.4729 3.0023
H11 -2.5722 -1.8695 3.5145
H12 -2.6809 -3.9751 2.6918
H13 -0.7065 -5.8595 -0.5833
H14 -1.5328 -1.5921 -1.8820
H15 -0.1648 -1.0386 -5.2784
H16 1.3964 -1.8803 -7.0161
H17 2.4822 -4.0693 -6.7850
H18 2.0586 -5.5073 -4.8157
H19 0.5621 -5.4233 -2.3166
N3 -2.5582 2.4535 -0.1192
C23 -1.9001 3.2697 0.9157
C24 -2.0136 4.7703 0.6795
C25 -1.1699 5.6656 1.5865
C26 0.3177 5.3288 1.6943
N4 0.7116 4.0584 2.3191
C27 0.6597 3.7857 3.6148
N5 -0.2191 4.4644 4.3976
N6 1.4876 2.8992 4.1524
C28 -2.3532 2.7806 2.3171
O8 -2.6371 3.6238 3.1807
O9 -2.3553 1.5208 2.4681
H20 -2.1780 2.7032 -1.0267
H21 -3.5579 2.6210 -0.1241
H22 -0.8370 3.0225 0.8348
H23 -3.0624 5.0679 0.7716
H24 -1.7178 4.9465 -0.3609
H25 -1.6273 5.7246 2.5692
H26 -1.2027 6.6795 1.1761
H27 0.8141 6.1378 2.2362
H28 0.7553 5.2766 0.6971
H29 1.2650 3.4487 1.7147
H30 -1.1731 4.4610 4.0236
H31 -0.1845 4.2135 5.3729
H32 2.1258 2.3323 3.5456
H33 1.1943 2.4674 5.0123

HOMO-LUMO gap = 8.44 eV
multiplicity = 1

Charges obtained by Löwdin population analysis, quoted in units of e:
1 Sr 1.657
2 O 0.009
3 C -0.616
4 O -0.170
5 C -0.089
6 C -0.243
7 C -0.089
8 C -0.078
9 C -0.250
10 O -0.148
11 C -0.090
12 C -0.630
13 O 0.015
14 O -0.159
15 H 0.152
16 H 0.162
17 H 0.108
18 H 0.117
19 H 0.093
20 H 0.121
21 H 0.147
22 H 0.157
23 C -0.033
24 O -0.159
25 C -0.209
26 C -0.044
27 C -0.678
28 Br 0.757
29 C -0.077
30 C -0.063
31 C -0.205
32 O -0.018
33 C -0.236
34 N 0.167
35 C -0.222
36 C -0.007
37 C -0.084
38 C -0.087
39 C -0.018
40 C -0.197
41 N 0.187
42 H 0.106
43 H 0.082
44 H 0.106
45 H 0.105
46 H 0.102
47 H 0.086
48 H 0.117
49 H 0.103
50 H 0.103
51 H 0.111
52 H 0.156
53 N -0.013
54 C -0.348
55 C -0.142
56 C -0.179
57 C -0.139
58 N 0.107
59 C -0.432
60 N 0.190
61 N 0.210
62 C -0.625
63 O -0.009
64 O -0.171
65 H 0.078
66 H 0.096
67 H 0.093
68 H 0.122
69 H 0.119
70 H 0.087
71 H 0.114
72 H 0.122
73 H 0.122
74 H 0.108
75 H 0.070
76 H 0.108
77 H 0.066
78 H 0.118

Energy relative to the best compared isomer or geometry (same formula, charge and spin) values, unit eV, following the record order: 1.390 0.044 0.703 0.000 5.518 0.000.